A 11-piece molecular cluster, C34H95N5O18 overall in a non-equilibrium geometry. Source: the OMol25 dataset; level of theory: ωB97M-V with the def2-TZVPD basis set.

Calculated values
- Relative energy (zero: lowest compared OMol25 entry of this formula, charge and spin): 2.788 eV
- HOMO-LUMO gap: 9.179 eV
- Structure (SMILES): COCCNCCOC.COCCNCCOC.COCCNCCOC.COCCNCCOC.COCCNCCOC.OCCO.OCCO.O.O.O.O
- E_HOMO: -8.70 eV
- Energy: -2980.15977 a.u.

Structure (XYZ):
```
152
Properties=species:S:1:pos:R:3:forces:R:3
C 0.32947 2.79873 -6.82900 0.79 -0.40 -1.60
O 0.32413 3.58646 -5.71539 0.54 0.46 0.51
C 0.58968 2.80035 -4.56627 -0.29 0.34 -0.49
C 0.55231 3.81264 -3.40692 1.17 -0.42 -0.36
N -0.30999 4.96493 -3.60944 0.61 -0.74 -0.64
C -1.68662 4.56086 -3.44213 -0.78 -0.10 1.24
C -2.43796 3.83630 -4.57456 -0.09 -0.64 -0.02
O -3.74755 3.60982 -4.13405 -0.54 -0.18 1.94
C -4.74866 3.39339 -5.06895 -0.39 0.08 0.34
H 1.22411 2.13804 -6.88957 -0.16 0.62 -0.18
H 0.21274 3.45033 -7.68733 0.49 0.09 -0.32
H -0.49865 2.13516 -6.90434 -1.14 -0.82 0.41
H 1.63159 2.37615 -4.67200 -1.12 -0.10 0.24
H -0.23109 2.04989 -4.59362 0.86 -0.16 0.70
H 1.60597 4.12170 -3.31169 -0.41 0.29 0.33
H 0.25200 3.27726 -2.52376 0.01 -0.06 0.65
H -0.10269 5.22173 -4.57906 -0.47 0.39 0.38
H -2.29818 5.44504 -3.21668 0.06 -0.12 -0.08
H -1.67300 3.96495 -2.47984 -0.48 0.37 -1.08
H -2.04189 2.85262 -4.88762 0.33 0.48 0.03
H -2.50956 4.48929 -5.42328 0.44 0.45 -0.81
H -5.67892 3.07259 -4.60151 0.28 -0.40 0.55
H -4.47715 2.65961 -5.80263 0.23 -0.39 -0.70
H -5.05373 4.32095 -5.49581 0.09 0.90 -1.04
C -2.05113 7.87489 4.45613 -0.45 -0.60 -1.39
O -2.10753 6.97367 3.31973 0.52 0.67 0.43
C -0.94803 6.14780 3.22808 -0.59 -0.42 0.67
C -1.19486 4.95115 2.34760 1.25 -0.39 0.48
N -2.05323 3.98362 2.99803 0.18 0.18 -0.48
C -2.07098 2.77280 2.17028 -3.12 1.06 0.85
C -3.13090 1.89077 2.79568 0.31 1.11 0.96
O -4.43504 2.40321 2.71026 0.62 1.00 -1.22
C -5.19119 2.09885 3.79778 -3.83 -2.03 0.30
H -1.24048 8.59178 4.50528 0.81 -0.23 -0.45
H -2.04433 7.25112 5.31875 -0.09 -0.20 1.07
H -2.92179 8.50713 4.39487 -0.60 -0.16 0.11
H -0.70498 5.71498 4.20036 -0.02 0.15 0.40
H -0.10572 6.72638 2.92631 0.76 0.58 -0.54
H -0.21029 4.41896 2.13497 -0.98 0.80 0.30
H -1.60336 5.24653 1.40770 -0.26 0.44 -1.07
H -2.99383 4.39087 3.12441 0.59 -0.52 -0.36
H -1.19213 2.22361 2.29624 1.81 -0.56 -0.09
H -2.29399 2.95683 1.08670 0.22 -0.09 0.63
H -2.97827 1.80765 3.86842 0.94 -0.15 0.17
H -3.02452 0.94483 2.37614 -0.37 -2.10 -0.89
H -6.27000 2.29168 3.49561 1.17 0.61 0.63
H -4.98107 2.49310 4.80680 0.45 0.45 -0.60
H -5.32899 0.99394 3.92847 0.77 0.30 0.09
C 3.50437 -4.18261 2.38904 0.57 -1.59 0.73
O 3.69763 -4.51436 1.01461 0.43 1.63 0.22
C 2.62815 -5.19024 0.46905 -1.51 -0.59 -0.09
C 1.59572 -4.42125 -0.37731 1.45 0.44 0.20
N 0.91092 -3.41990 0.46770 -0.36 -0.28 -0.55
C 0.03094 -2.59423 -0.36607 -1.89 -1.32 -0.36
C -1.42271 -2.57843 0.19165 0.62 -0.24 1.07
O -1.85952 -3.95341 0.26739 0.90 0.23 -0.89
C -2.87025 -4.45637 1.09847 -0.46 0.03 -0.49
H 4.02521 -3.24844 2.57555 0.09 -0.34 0.38
H 3.92652 -5.07702 2.98176 -0.46 1.53 -0.45
H 2.44391 -4.08271 2.65235 0.21 0.17 -0.20
H 2.07258 -5.61716 1.32174 -0.03 -0.37 -0.42
H 3.05218 -5.97460 -0.12348 0.04 -0.74 -0.49
H 0.88974 -5.16203 -0.72493 -0.40 -0.40 -0.26
H 2.06644 -3.98512 -1.30277 -0.35 0.03 1.09
H 0.21609 -3.96777 0.98418 0.59 0.03 0.37
H -0.12993 -3.11321 -1.33257 0.58 0.80 0.00
H 0.40128 -1.58743 -0.42895 0.05 0.52 -0.48
H -2.05116 -1.95881 -0.48365 0.18 -0.33 0.72
H -1.32568 -2.23623 1.23683 -0.55 0.53 -0.35
H -3.03590 -5.44890 0.71646 -0.05 -0.56 -0.05
H -3.83692 -3.97320 1.01447 -0.16 0.63 -0.16
H -2.65204 -4.56244 2.14945 0.60 0.33 0.52
C 0.45753 -4.60389 -4.11691 -0.73 0.43 -0.05
O 0.49552 -3.23392 -3.68639 -0.19 -0.55 -1.21
C -0.54921 -2.56058 -4.39027 0.81 0.42 0.27
C -0.26974 -1.07728 -4.42518 -0.35 1.26 -2.03
N -1.39287 -0.30200 -5.02044 0.77 -0.47 -0.56
C -2.64980 -0.54287 -4.37963 -1.27 0.91 0.62
C -2.94876 0.33539 -3.15518 1.33 0.11 0.33
O -2.16759 -0.07079 -1.97429 -0.28 0.39 -1.57
C -2.18433 0.96151 -1.00221 0.42 0.33 -0.14
H -0.46327 -5.02052 -3.66634 0.28 -0.27 -0.62
H 1.29877 -5.13214 -3.71467 0.54 -0.15 0.26
H 0.47799 -4.66498 -5.24058 -0.16 -0.07 1.06
H -1.52089 -2.87060 -4.02497 -0.10 0.18 0.73
H -0.60184 -2.86340 -5.41666 0.40 -0.48 -0.92
H 0.60384 -0.80596 -5.07341 -0.44 -0.73 0.61
H -0.08815 -0.61651 -3.49246 0.19 0.03 1.33
H -1.48846 -0.44667 -6.04133 0.31 -0.09 1.03
H -2.78777 -1.56414 -4.02028 -0.36 -0.16 -0.44
H -3.41008 -0.23508 -5.12413 -0.02 -0.56 0.47
H -4.03328 0.29518 -2.95525 0.34 0.14 0.19
H -2.60531 1.35885 -3.38238 -0.57 -0.21 0.00
H -3.10989 0.85617 -0.47695 -0.52 0.07 1.03
H -2.21938 1.97956 -1.42424 0.14 -0.29 -0.32
H -1.28143 0.92852 -0.36548 -0.60 -0.41 -0.16
C -1.14094 1.58907 6.49037 -0.12 1.26 -0.31
O -0.63164 0.94465 5.34717 2.56 0.32 -0.63
C 0.79185 0.50644 5.38954 -2.92 -0.66 -0.80
C 1.12586 -0.36808 4.20268 0.73 -2.30 0.85
N 0.47278 -1.71778 4.08504 -0.23 0.19 0.81
C -0.99675 -1.72881 4.01670 0.67 0.67 0.04
C -1.73338 -1.68162 5.32983 1.74 0.54 0.69
O -1.37569 -2.76392 6.18742 0.02 -0.64 -1.10
C -1.91516 -2.79373 7.48980 -1.64 0.98 -1.47
H -1.60587 0.85723 7.13080 -0.57 -0.31 0.36
H -1.87470 2.30863 6.04668 0.35 -0.49 0.89
H -0.44497 2.15460 7.16709 -0.06 -0.39 -1.02
H 0.90469 -0.05279 6.26413 0.24 -1.11 1.66
H 1.45592 1.30502 5.45339 0.94 1.87 -0.09
H 2.23845 -0.61560 4.27747 -1.30 0.63 -0.30
H 0.91063 0.13025 3.28676 0.03 0.57 -0.71
H 0.70483 -2.38243 4.85534 0.15 1.04 -0.72
H -1.31145 -2.58067 3.47266 -0.18 -1.30 -0.54
H -1.39580 -0.89372 3.41726 0.45 0.07 0.23
H -2.73588 -1.59197 5.01742 -1.91 -0.46 0.37
H -1.42638 -0.73016 5.75685 -0.37 -0.27 0.45
H -1.54893 -1.94784 8.02554 0.89 0.32 1.08
H -1.76163 -3.78040 7.90446 0.26 0.10 0.28
H -3.00154 -2.55371 7.45030 0.22 -0.61 -0.02
O 6.56394 -5.15856 -1.64331 0.24 0.40 0.97
C 5.93461 -3.85572 -1.88386 0.96 -0.51 0.14
C 6.46055 -2.79425 -0.86496 0.83 -0.53 -1.39
O 6.16086 -3.23534 0.48075 -0.64 0.77 -1.33
H 6.79993 -5.31037 -0.67708 -0.74 0.81 -1.74
H 6.20745 -3.53979 -2.96794 -0.59 -0.56 1.89
H 4.82957 -4.01375 -1.77214 0.84 0.56 -0.27
H 6.09966 -1.79934 -1.24738 -0.23 -0.62 1.15
H 7.57094 -2.73228 -0.88862 -0.68 -0.19 -0.22
H 5.21154 -3.45124 0.41146 -0.07 -0.52 0.50
O 0.73997 0.98363 0.69425 -0.72 -0.27 0.17
C 1.61121 1.58499 -0.21957 1.14 0.01 -0.29
C 1.96657 0.78380 -1.47566 -1.35 -0.65 0.13
O 2.96602 -0.18804 -1.24607 0.30 -0.52 -0.01
H 1.18989 0.31027 1.21000 0.46 -0.32 0.01
H 1.10797 2.50191 -0.54468 0.33 0.07 0.20
H 2.60545 1.77260 0.27372 -0.84 0.37 -0.39
H 2.33205 1.48014 -2.21969 0.39 0.15 -0.17
H 1.05853 0.29716 -1.95175 0.61 0.51 0.71
H 2.85641 -0.67685 -0.39408 -0.12 0.60 -0.17
O 5.30268 -1.58519 2.31239 0.19 -0.87 -0.30
H 5.53339 -0.66725 2.22253 0.36 0.46 -0.18
H 5.80969 -2.13159 1.62206 -0.45 0.92 0.78
O 2.67696 -1.24292 1.36508 -1.38 0.93 -1.16
H 3.46279 -1.45611 1.84905 1.09 -0.46 0.45
H 2.18082 -2.04295 1.11033 -0.09 -0.50 0.45
O 3.13525 -2.38032 -2.98112 -1.44 0.12 -0.36
H 2.32286 -2.76439 -3.44871 1.26 1.16 1.11
H 2.86353 -1.55814 -2.46370 0.25 -1.16 -0.67
O 4.93863 -0.61527 -4.26837 1.00 1.28 -1.04
H 4.38651 -1.34421 -4.00501 -0.37 -0.52 1.08
H 5.42062 -0.17624 -3.55307 -0.64 -0.72 0.00
```
Forces are in eV/Å.